The following is a DFT calculation (ωB97M-V/def2-TZVPD) of a cluster of 13 separate species, C96H219N13O20 in total in a non-equilibrium geometry.

Last columns: bonded neighbours and bond lengths (Å).
Element x y z (Å)
1 C 3.400 14.946 -7.835  C2 1.558, H12 1.090, H13 1.090, H14 1.090
2 C 4.191 14.728 -9.160  C1 1.558, C3 1.555, N7 1.500, C11 1.527
3 C 5.606 14.169 -8.836  C2 1.555, C4 1.478, H15 1.090, H16 1.090
4 C 5.637 12.729 -8.503  C3 1.478, C5 1.519, H17 1.090, H18 1.090
5 C 5.146 11.951 -9.711  C4 1.519, C6 1.538, H19 1.090, H20 1.090
6 C 3.684 12.267 -10.073  C5 1.538, N7 1.501, C9 1.530, C10 1.553
7 N 3.521 13.758 -10.088  C2 1.500, C6 1.501, O8 1.378
8 O 2.245 14.120 -10.463  N7 1.378, H30 0.960
9 C 3.459 11.731 -11.488  C6 1.530, H21 1.090, H22 1.090, H23 1.090
10 C 2.683 11.491 -9.174  C6 1.553, H24 1.090, H25 1.090, H26 1.090
11 C 4.290 16.128 -9.763  C2 1.527, H27 1.090, H28 1.090, H29 1.090
12 H 3.206 13.973 -7.383  C1 1.090
13 H 2.480 15.483 -8.062  C1 1.090
14 H 4.084 15.431 -7.139  C1 1.090
15 H 6.286 14.386 -9.659  C3 1.090
16 H 5.915 14.752 -7.969  C3 1.090
17 H 5.062 12.606 -7.586  C4 1.090
18 H 6.633 12.533 -8.105  C4 1.090
19 H 5.320 10.898 -9.489  C5 1.090
20 H 5.817 12.229 -10.524  C5 1.090
21 H 3.698 10.692 -11.716  C9 1.090
22 H 2.428 11.890 -11.802  C9 1.090
23 H 4.124 12.270 -12.163  C9 1.090
24 H 1.664 11.837 -9.348  C10 1.090
25 H 2.633 10.406 -9.271  C10 1.090
26 H 2.810 11.714 -8.115  C10 1.090
27 H 4.900 16.836 -9.203  C11 1.090
28 H 3.279 16.518 -9.886  C11 1.090
29 H 4.896 15.954 -10.652  C11 1.090
30 H 2.451 14.465 -11.335  O8 0.960
31 C 5.324 8.955 -21.801  C32 1.553, H42 1.090, H43 1.090, H44 1.090
32 C 4.776 8.388 -20.464  C31 1.553, C33 1.552, N37 1.537, C41 1.531
33 C 5.700 8.930 -19.341  C32 1.552, C34 1.555, H45 1.090, H46 1.090
34 C 4.922 9.121 -18.008  C33 1.555, C35 1.554, H47 1.090, H48 1.090
35 C 3.533 9.813 -18.077  C34 1.554, C36 1.548, H49 1.090, H50 1.090
36 C 2.604 9.172 -19.136  C35 1.548, N37 1.437, C39 1.517, C40 1.509
37 N 3.341 8.927 -20.346  C32 1.537, C36 1.437, O38 1.382
38 O 2.541 8.579 -21.417  N37 1.382, H60 0.960
39 C 1.976 7.895 -18.612  C36 1.517, H51 1.090, H52 1.090, H53 1.090
40 C 1.474 10.134 -19.413  C36 1.509, H54 1.090, H55 1.090, H56 1.090
41 C 4.719 6.860 -20.534  C32 1.531, H57 1.090, H58 1.090, H59 1.090
42 H 4.685 8.613 -22.615  C31 1.090
43 H 6.340 8.574 -21.906  C31 1.090
44 H 5.485 10.030 -21.721  C31 1.090
45 H 6.543 8.268 -19.141  C33 1.090
46 H 6.136 9.892 -19.611  C33 1.090
47 H 5.531 9.622 -17.255  C34 1.090
48 H 4.769 8.085 -17.707  C34 1.090
49 H 3.685 10.870 -18.298  C35 1.090
50 H 3.140 9.642 -17.075  C35 1.090
51 H 2.697 7.080 -18.551  C39 1.090
52 H 1.681 7.848 -17.564  C39 1.090
53 H 1.200 7.418 -19.211  C39 1.090
54 H 0.902 10.271 -18.495  C40 1.090
55 H 1.952 11.058 -19.740  C40 1.090
56 H 0.828 9.780 -20.217  C40 1.090
57 H 4.012 6.584 -21.316  C41 1.090
58 H 4.348 6.456 -19.592  C41 1.090
59 H 5.716 6.476 -20.750  C41 1.090
60 H 2.935 9.121 -22.104  O38 0.960
61 C 2.285 4.995 -11.518  C62 1.525, H72 1.090, H73 1.090, H74 1.090
62 C 1.508 5.401 -12.765  C61 1.525, C63 1.547, N67 1.439, C71 1.548
63 C 1.415 6.941 -12.887  C62 1.547, C64 1.555, H75 1.090, H76 1.090
64 C 2.680 7.721 -13.344  C63 1.555, C65 1.516, H77 1.090, H78 1.090
65 C 3.160 7.225 -14.694  C64 1.516, C66 1.613, H79 1.090, H80 1.090
66 C 3.218 5.613 -14.731  C65 1.613, N67 1.523, C69 1.485, C70 1.518
67 N 2.011 4.984 -14.047  C62 1.439, C66 1.523, O68 1.421
68 O 1.893 3.592 -14.307  N67 1.421, H90 0.960
69 C 3.126 5.333 -16.187  C66 1.485, H81 1.090, H82 1.090, H83 1.090
70 C 4.548 5.079 -14.230  C66 1.518, H84 1.090, H85 1.090, H86 1.090
71 C 0.076 4.875 -12.504  C62 1.548, H87 1.090, H88 1.090, H89 1.090
72 H 1.832 5.482 -10.654  C61 1.090
73 H 3.313 5.350 -11.436  C61 1.090
74 H 2.206 3.919 -11.363  C61 1.090
75 H 0.710 7.106 -13.701  C63 1.090
76 H 0.823 7.386 -12.087  C63 1.090
77 H 3.373 7.569 -12.517  C64 1.090
78 H 2.554 8.801 -13.414  C64 1.090
79 H 4.141 7.670 -14.861  C65 1.090
80 H 2.376 7.572 -15.366  C65 1.090
81 H 2.102 5.460 -16.536  C69 1.090
82 H 3.874 5.868 -16.773  C69 1.090
83 H 3.194 4.274 -16.438  C69 1.090
84 H 5.454 5.576 -14.577  C70 1.090
85 H 4.685 5.259 -13.164  C70 1.090
86 H 4.683 4.000 -14.313  C70 1.090
87 H -0.558 5.117 -13.357  C71 1.090
88 H -0.424 5.218 -11.598  C71 1.090
89 H 0.100 3.785 -12.479  C71 1.090
90 H 1.170 3.621 -14.938  O68 0.960
91 C -0.845 3.722 -9.096  C92 1.630, H102 1.090, H103 1.090, H104 1.090
92 C 0.207 3.143 -7.994  C91 1.630, C93 1.531, N97 1.504, C101 1.552
93 C 0.957 2.023 -8.720  C92 1.531, C94 1.519, H105 1.090, H106 1.090
94 C 2.158 1.537 -7.928  C93 1.519, C95 1.528, H107 1.090, H108 1.090
95 C 3.012 2.706 -7.439  C94 1.528, C96 1.548, H109 1.090, H110 1.090
96 C 2.292 3.901 -6.769  C95 1.548, N97 1.461, C99 1.544, C100 1.526
97 N 1.119 4.260 -7.563  C92 1.504, C96 1.461, O98 1.400
98 O 0.457 5.360 -7.007  N97 1.400, H120 0.960
99 C 1.936 3.540 -5.311  C96 1.544, H111 1.090, H112 1.090, H113 1.090
100 C 3.225 5.108 -6.802  C96 1.526, H114 1.090, H115 1.090, H116 1.090
101 C -0.658 2.488 -6.885  C92 1.552, H117 1.090, H118 1.090, H119 1.090
102 H -0.995 4.796 -8.987  C91 1.090
103 H -1.804 3.292 -8.806  C91 1.090
104 H -0.565 3.481 -10.122  C91 1.090
105 H 0.396 1.101 -8.876  C93 1.090
106 H 1.182 2.371 -9.728  C93 1.090
107 H 2.755 0.941 -8.618  C94 1.090
108 H 1.825 0.903 -7.106  C94 1.090
109 H 3.547 2.935 -8.361  C95 1.090
110 H 3.771 2.235 -6.814  C95 1.090
111 H 1.864 2.460 -5.182  C99 1.090
112 H 2.749 3.838 -4.649  C99 1.090
113 H 1.044 4.051 -4.949  C99 1.090
114 H 3.058 5.907 -6.079  C100 1.090
115 H 4.217 4.840 -6.437  C100 1.090
116 H 3.308 5.431 -7.839  C100 1.090
117 H -1.264 1.711 -7.351  C101 1.090
118 H -1.249 3.263 -6.396  C101 1.090
119 H -0.076 1.962 -6.129  C101 1.090
120 H 0.540 6.024 -7.695  O98 0.960
121 C -1.633 9.745 -16.479  C122 1.571, H132 1.090, H133 1.090, H134 1.090
122 C -2.273 10.687 -15.396  C121 1.571, C123 1.572, N127 1.484, C131 1.532
123 C -1.727 10.239 -13.992  C122 1.572, C124 1.485, H135 1.090, H136 1.090
124 C -0.318 10.599 -13.691  C123 1.485, C125 1.553, H137 1.090, H138 1.090
125 C -0.014 12.108 -13.897  C124 1.553, C126 1.568, H139 1.090, H140 1.090
126 C -0.602 12.628 -15.255  C125 1.568, N127 1.442, C129 1.553, C130 1.559
127 N -1.904 12.110 -15.595  C122 1.484, C126 1.442, O128 1.403
128 O -2.412 12.662 -16.781  N127 1.403, H150 0.960
129 C -0.548 14.176 -15.138  C126 1.553, H141 1.090, H142 1.090, H143 1.090
130 C 0.461 12.185 -16.306  C126 1.559, H144 1.090, H145 1.090, H146 1.090
131 C -3.797 10.536 -15.435  C122 1.532, H147 1.090, H148 1.090, H149 1.090
132 H -2.115 8.767 -16.487  C121 1.090
133 H -0.588 9.480 -16.322  C121 1.090
134 H -1.684 10.160 -17.486  C121 1.090
135 H -2.367 10.421 -13.129  C123 1.090
136 H -1.669 9.151 -14.025  C123 1.090
137 H 0.331 9.986 -14.317  C124 1.090
138 H -0.093 10.286 -12.672  C124 1.090
139 H 1.065 12.252 -13.860  C125 1.090
140 H -0.357 12.728 -13.069  C125 1.090
141 H 0.444 14.617 -15.235  C129 1.090
142 H -1.089 14.600 -15.984  C129 1.090
143 H -1.059 14.469 -14.221  C129 1.090
144 H 0.750 11.134 -16.273  C130 1.090
145 H 0.037 12.421 -17.282  C130 1.090
146 H 1.452 12.628 -16.212  C130 1.090
147 H -4.039 9.483 -15.297  C131 1.090
148 H -4.226 10.891 -16.372  C131 1.090
149 H -4.301 11.091 -14.643  C131 1.090
150 H -3.151 13.234 -16.562  O128 0.960
151 C -5.345 0.645 -10.396  C152 1.523, H162 1.090, H163 1.090, H164 1.090
152 C -3.858 0.390 -10.605  C151 1.523, C153 1.574, N157 1.486, C161 1.559
153 C -3.662 -1.112 -11.031  C152 1.574, C154 1.571, H165 1.090, H166 1.090
154 C -3.805 -1.315 -12.582  C153 1.571, C155 1.492, H167 1.090, H168 1.090
155 C -3.017 -0.271 -13.300  C154 1.492, C156 1.527, H169 1.090, H170 1.090
156 C -3.273 1.184 -12.915  C155 1.527, N157 1.440, C159 1.586, C160 1.558
157 N -3.206 1.389 -11.491  C152 1.486, C156 1.440, O158 1.344
158 O -3.402 2.661 -11.106  N157 1.344, H180 0.960
159 C -2.129 1.936 -13.717  C156 1.586, H171 1.090, H172 1.090, H173 1.090
160 C -4.578 1.744 -13.558  C156 1.558, H174 1.090, H175 1.090, H176 1.090
161 C -3.158 0.555 -9.221  C152 1.559, H177 1.090, H178 1.090, H179 1.090
162 H -5.640 -0.045 -9.606  C151 1.090
163 H -5.933 0.540 -11.308  C151 1.090
164 H -5.547 1.627 -9.968  C151 1.090
165 H -2.665 -1.445 -10.743  C153 1.090
166 H -4.469 -1.633 -10.517  C153 1.090
167 H -4.854 -1.444 -12.848  C154 1.090
168 H -3.352 -2.264 -12.868  C154 1.090
169 H -3.137 -0.475 -14.364  C155 1.090
170 H -1.956 -0.510 -13.219  C155 1.090
171 H -2.150 3.016 -13.577  C159 1.090
172 H -1.118 1.584 -13.510  C159 1.090
173 H -2.219 1.799 -14.795  C159 1.090
174 H -5.375 1.018 -13.400  C160 1.090
175 H -4.829 2.777 -13.317  C160 1.090
176 H -4.516 1.818 -14.644  C160 1.090
177 H -3.485 1.371 -8.577  C161 1.090
178 H -2.073 0.650 -9.186  C161 1.090
179 H -3.355 -0.297 -8.570  C161 1.090
180 H -2.560 2.954 -10.749  O158 0.960
181 C 11.187 6.883 -12.881  O182 1.397, H190 1.090, H191 1.090, H192 1.090
182 O 10.721 6.483 -14.136  C181 1.397, C183 1.373
183 C 11.675 6.273 -15.101  O182 1.373, C184 1.519, H193 1.090, H194 1.090
184 C 10.989 5.434 -16.166  C183 1.519, N185 1.492, H195 1.090, H196 1.090
185 N 10.507 4.130 -15.624  C184 1.492, C186 1.484, H197 1.010
186 C 9.729 3.362 -16.628  N185 1.484, C187 1.544, H198 1.090, H199 1.090
187 C 8.303 3.898 -16.871  C186 1.544, O188 1.378, H200 1.090, H201 1.090
188 O 7.688 3.408 -18.003  C187 1.378, C189 1.451
189 C 6.314 3.841 -18.179  O188 1.451, H202 1.090, H203 1.090, H204 1.090
190 H 10.337 7.071 -12.225  C181 1.090
191 H 11.819 7.767 -12.967  C181 1.090
192 H 11.779 6.102 -12.405  C181 1.090
193 H 12.566 5.783 -14.708  C183 1.090
194 H 11.951 7.250 -15.500  C183 1.090
195 H 11.677 5.151 -16.962  C184 1.090
196 H 10.244 6.038 -16.684  C184 1.090
197 H 10.004 4.401 -14.792  N185 1.010
198 H 9.631 2.312 -16.352  C186 1.090
199 H 10.246 3.345 -17.588  C186 1.090
200 H 8.292 4.988 -16.867  C187 1.090
201 H 7.665 3.726 -16.004  C187 1.090
202 H 5.743 3.381 -17.373  C189 1.090
203 H 5.950 3.632 -19.186  C189 1.090
204 H 6.271 4.927 -18.097  C189 1.090
205 C 6.252 10.146 -14.006  O206 1.387, H214 1.090, H215 1.090, H216 1.090
206 O 7.558 9.771 -13.728  C205 1.387, C207 1.394
207 C 7.923 8.560 -14.316  O206 1.394, C208 1.553, H217 1.090, H218 1.090
208 C 7.444 7.601 -13.193  C207 1.553, N209 1.405, H219 1.090, H220 1.090
209 N 7.952 6.314 -13.433  C208 1.405, C210 1.452, H221 1.010
210 C 7.647 5.432 -12.320  N209 1.452, C211 1.628, H222 1.090, H223 1.090
211 C 8.380 4.009 -12.616  C210 1.628, O212 1.422, H224 1.090, H225 1.090
212 O 9.774 4.265 -12.493  C211 1.422, C213 1.419
213 C 10.560 3.085 -12.449  O212 1.419, H226 1.090, H227 1.090, H228 1.090
214 H 5.854 10.838 -13.264  C205 1.090
215 H 5.552 9.311 -13.980  C205 1.090
216 H 6.207 10.708 -14.939  C205 1.090
217 H 9.012 8.573 -14.352  C207 1.090
218 H 7.528 8.254 -15.285  C207 1.090
219 H 6.360 7.511 -13.114  C208 1.090
220 H 7.894 7.952 -12.265  C208 1.090
221 H 8.960 6.252 -13.406  N209 1.010
222 H 6.559 5.427 -12.255  C210 1.090
223 H 7.981 5.877 -11.382  C210 1.090
224 H 8.090 3.569 -13.570  C211 1.090
225 H 8.050 3.296 -11.861  C211 1.090
226 H 10.498 2.545 -13.393  C213 1.090
227 H 10.406 2.384 -11.629  C213 1.090
228 H 11.574 3.475 -12.358  C213 1.090
229 C -0.547 8.825 -9.725  O230 1.428, H238 1.090, H239 1.090, H240 1.090
230 O -1.324 7.679 -10.076  C229 1.428, C231 1.383
231 C -2.297 7.956 -11.019  O230 1.383, C232 1.569, H241 1.090, H242 1.090
232 C -3.100 6.617 -11.180  C231 1.569, N233 1.496, H243 1.090, H244 1.090
233 N -4.257 6.976 -12.058  C232 1.496, C234 1.442, H245 1.010
234 C -5.154 5.866 -12.260  N233 1.442, C235 1.508, H246 1.090, H247 1.090
235 C -6.113 5.607 -11.126  C234 1.508, O236 1.411, H248 1.090, H249 1.090
236 O -6.875 6.793 -11.138  C235 1.411, C237 1.426
237 C -7.800 6.655 -10.061  O236 1.426, H250 1.090, H251 1.090, H252 1.090
238 H -1.218 9.598 -9.350  C229 1.090
239 H 0.014 9.186 -10.587  C229 1.090
240 H 0.054 8.473 -8.887  C229 1.090
241 H -1.835 8.029 -12.004  C231 1.090
242 H -2.824 8.909 -10.978  C231 1.090
243 H -3.472 6.236 -10.229  C232 1.090
244 H -2.494 5.790 -11.550  C232 1.090
245 H -4.790 7.777 -11.752  N233 1.010
246 H -4.566 4.986 -12.522  C234 1.090
247 H -5.719 6.227 -13.120  C234 1.090
248 H -5.674 5.516 -10.132  C235 1.090
249 H -6.601 4.646 -11.291  C235 1.090
250 H -8.501 5.828 -10.174  C237 1.090
251 H -8.476 7.508 -10.120  C237 1.090
252 H -7.303 6.578 -9.094  C237 1.090
253 C 0.728 4.890 -21.784  O254 1.447, H262 1.090, H263 1.090, H264 1.090
254 O 1.251 3.647 -21.260  C253 1.447, C255 1.417
255 C 2.368 3.187 -22.002  O254 1.417, C256 1.539, H265 1.090, H266 1.090
256 C 2.704 1.769 -21.509  C255 1.539, N257 1.488, H267 1.090, H268 1.090
257 N 3.542 1.813 -20.280  C256 1.488, C258 1.459, H269 1.010
258 C 3.665 0.481 -19.698  N257 1.459, C259 1.582, H270 1.090, H271 1.090
259 C 4.454 0.427 -18.328  C258 1.582, O260 1.407, H272 1.090, H273 1.090
260 O 3.587 0.714 -17.258  C259 1.407, C261 1.436
261 C 4.277 1.213 -16.102  O260 1.436, H274 1.090, H275 1.090, H276 1.090
262 H -0.076 5.207 -21.120  C253 1.090
263 H 0.381 4.837 -22.816  C253 1.090
264 H 1.455 5.701 -21.725  C253 1.090
265 H 3.236 3.831 -21.857  C255 1.090
266 H 2.119 3.012 -23.048  C255 1.090
267 H 3.222 1.253 -22.318  C256 1.090
268 H 1.724 1.300 -21.427  C256 1.090
269 H 3.072 2.447 -19.648  N257 1.010
270 H 4.401 -0.073 -20.280  C258 1.090
271 H 2.748 -0.102 -19.609  C258 1.090
272 H 5.267 1.152 -18.288  C259 1.090
273 H 4.905 -0.556 -18.188  C259 1.090
274 H 4.425 0.433 -15.356  C261 1.090
275 H 3.660 2.029 -15.728  C261 1.090
276 H 5.235 1.678 -16.338  C261 1.090
277 C 0.855 -0.957 -11.109  O278 1.478, H286 1.090, H287 1.090, H288 1.090
278 O 1.733 -1.099 -12.290  C277 1.478, C279 1.416
279 C 2.196 0.132 -12.817  O278 1.416, C280 1.541, H289 1.090, H290 1.090
280 C 3.060 1.099 -11.983  C279 1.541, N281 1.429, H291 1.090, H292 1.090
281 N 4.312 0.517 -11.616  C280 1.429, C282 1.419, H293 1.010
282 C 5.255 1.426 -11.070  N281 1.419, C283 1.528, H294 1.090, H295 1.090
283 C 6.665 0.839 -11.014  C282 1.528, O284 1.386, H296 1.090, H297 1.090
284 O 7.096 0.568 -12.303  C283 1.386, C285 1.398
285 C 8.366 -0.014 -12.303  O284 1.398, H298 1.090, H299 1.090, H300 1.090
286 H 1.352 -0.492 -10.258  C277 1.090
287 H 0.546 -1.914 -10.689  C277 1.090
288 H -0.025 -0.376 -11.384  C277 1.090
289 H 1.381 0.705 -13.259  C279 1.090
290 H 2.737 -0.078 -13.740  C279 1.090
291 H 2.474 1.421 -11.123  C280 1.090
292 H 3.353 1.943 -12.607  C280 1.090
293 H 4.624 -0.274 -12.162  N281 1.010
294 H 4.892 1.634 -10.064  C282 1.090
295 H 5.365 2.390 -11.566  C282 1.090
296 H 6.615 -0.104 -10.470  C283 1.090
297 H 7.266 1.534 -10.428  C283 1.090
298 H 8.696 -0.089 -13.339  C285 1.090
299 H 8.364 -1.013 -11.867  C285 1.090
300 H 9.095 0.616 -11.793  C285 1.090
301 C -3.024 5.620 -15.522  O302 1.425, H310 1.090, H311 1.090, H312 1.090
302 O -2.251 4.926 -16.498  C301 1.425, C303 1.455
303 C -1.004 5.554 -16.908  O302 1.455, C304 1.529, H313 1.090, H314 1.090
304 C -0.273 4.593 -17.845  C303 1.529, N305 1.486, H315 1.090, H316 1.090
305 N 0.062 3.438 -16.972  C304 1.486, C306 1.448, H317 1.010
306 C 0.553 2.359 -17.804  N305 1.448, C307 1.578, H318 1.090, H319 1.090
307 C 0.481 0.997 -17.011  C306 1.578, O308 1.453, H320 1.090, H321 1.090
308 O -0.947 0.741 -16.939  C307 1.453, C309 1.414
309 C -1.217 -0.615 -16.640  O308 1.414, H322 1.090, H323 1.090, H324 1.090
310 H -3.630 6.412 -15.963  C301 1.090
311 H -2.526 6.020 -14.639  C301 1.090
312 H -3.845 5.042 -15.098  C301 1.090
313 H -0.392 5.809 -16.043  C303 1.090
314 H -1.029 6.541 -17.370  C303 1.090
315 H 0.614 5.103 -18.222  C304 1.090
316 H -0.844 4.260 -18.712  C304 1.090
317 H -0.874 3.196 -16.679  N305 1.010
318 H 1.576 2.640 -18.057  C306 1.090
319 H 0.044 2.313 -18.767  C306 1.090
320 H 0.918 0.917 -16.015  C307 1.090
321 H 0.980 0.180 -17.532  C307 1.090
322 H -0.818 -0.819 -15.646  C309 1.090
323 H -0.773 -1.291 -17.371  C309 1.090
324 H -2.290 -0.803 -16.670  C309 1.090
325 C 1.567 8.447 -4.796  O326 1.394, H334 1.090, H335 1.090, H336 1.090
326 O 2.758 8.404 -5.519  C325 1.394, C327 1.409
327 C 3.038 9.443 -6.428  O326 1.409, C328 1.607, H337 1.090, H338 1.090
328 C 4.519 9.189 -6.998  C327 1.607, N329 1.447, H339 1.090, H340 1.090
329 N 4.392 8.095 -7.936  C328 1.447, C330 1.403, H341 1.010
330 C 5.629 7.845 -8.550  N329 1.403, C331 1.581, H342 1.090, H343 1.090
331 C 5.526 6.524 -9.413  C330 1.581, O332 1.427, H344 1.090, H345 1.090
332 O 5.979 5.403 -8.655  C331 1.427, C333 1.408
333 C 5.998 4.122 -9.238  O332 1.408, H346 1.090, H347 1.090, H348 1.090
334 H 1.294 7.436 -4.492  C325 1.090
335 H 0.716 8.881 -5.322  C325 1.090
336 H 1.716 8.956 -3.844  C325 1.090
337 H 3.113 10.388 -5.889  C327 1.090
338 H 2.279 9.551 -7.204  C327 1.090
339 H 5.210 9.103 -6.160  C328 1.090
340 H 4.771 10.105 -7.533  C328 1.090
341 H 4.066 7.271 -7.451  N329 1.010
342 H 6.426 7.816 -7.808  C330 1.090
343 H 5.781 8.653 -9.266  C330 1.090
344 H 6.066 6.613 -10.355  C331 1.090
345 H 4.548 6.390 -9.876  C331 1.090
346 H 6.457 3.374 -8.590  C333 1.090
347 H 6.575 4.325 -10.140  C333 1.090
348 H 4.994 3.801 -9.514  C333 1.090

Output
Frontier orbital gap = 8.417 eV
Relative energy (zero: lowest compared OMol25 entry of this formula, charge and spin) = 273.5 kJ/mol
Net charge = 0
LUMO energy = 0.578 eV